Entry 1:
{
  "formula": "C13H13Cl2N3O2S",
  "method": "wB97M-V/def2-TZVPD",
  "elements": ["H", "H", "H", "H", "Cl", "C", "O", "N", "C", "C", "Cl", "H", "H", "C", "H", "C", "C", "C", "C", "H", "C", "H", "N", "H", "S", "H", "C", "O", "N", "C", "C", "H", "C", "H"],
  "positions_angstrom": [[0.70959, -4.00856, 2.92163], [1.99088, 3.03249, -4.04806], [3.91780, 1.61397, -0.92815], [2.76182, 2.99398, -0.25346], [-3.03724, 0.78154, -2.51113], [2.86554, 1.94122, -0.98524], [2.67611, -0.27815, 0.03368], [1.36904, -0.20305, 1.68797], [-3.11532, 0.11713, -0.97394], [-4.32402, -0.33405, 0.92492], [-0.49459, -0.70224, -1.35758], [3.56793, 2.77304, -3.24954], [1.31047, -2.38849, 3.40580], [-3.32134, -1.00776, 1.31663], [-5.08333, 0.82819, -0.57097], [0.82154, -2.92585, 2.72660], [2.50200, 3.03947, -2.97661], [-0.68512, -2.29124, 2.15567], [2.40765, 1.02998, 0.16055], [0.95515, 2.13109, -1.84945], [-2.05623, -1.14703, 0.72063], [2.54421, 3.89977, -2.69174], [-0.96740, -2.05396, 1.00543], [-3.39841, -1.63895, 2.38754], [1.85316, -2.67168, 1.09752], [-5.21294, -0.63729, 1.47538], [1.99782, -1.04935, 0.95821], [-1.44061, -2.32347, 3.40712], [1.67950, 1.32858, 1.24153], [-1.98837, -0.71632, -0.65632], [-4.38363, 0.03786, -0.29994], [-0.28041, -1.94150, 0.25185], [1.90075, 1.92267, -2.06627], [1.95799, 0.84799, -2.46026]],
  "e_lumo_ev": 0.1,
  "fmax_ev_per_a": 18.02,
  "e_homo_ha": -0.3243,
  "gap_ha": 0.32796,
  "de_lowest_kcal_mol": 20.9
}



Entry 2:
{
  "formula": "C13H13Cl2N5O2",
  "method": "wB97M-V/def2-TZVPD",
  "elements": ["N", "N", "H", "C", "C", "C", "O", "O", "N", "H", "H", "N", "H", "Cl", "H", "C", "N", "Cl", "H", "H", "H", "H", "H", "H", "C", "C", "C", "C", "C", "C", "H", "C", "H", "C", "C"],
  "positions_angstrom": [[-0.36793, -0.35441, 0.57410], [0.53487, -1.56139, -1.11928], [-1.35334, -1.87343, -3.04346], [-1.07089, 0.54456, -0.09559], [4.50639, 1.34110, 2.97393], [4.84270, 0.94105, 1.67943], [-3.41480, 1.67986, -2.15249], [-1.86050, 3.65910, -0.56150], [-0.83851, 1.75060, 0.25735], [-2.20507, -1.80997, -0.67740], [-0.42955, -1.62595, -1.51613], [-2.00917, 0.25108, -1.06338], [1.22537, 0.14619, 2.89882], [5.83189, 2.03103, 4.01285], [-4.41876, -0.94738, -0.15087], [-2.41527, -1.64278, -2.89470], [1.87661, -0.68549, 0.25625], [2.59369, 1.49843, 4.99744], [2.36763, -1.24832, -0.44661], [5.88332, 1.01029, 1.40139], [-0.17221, 0.03826, 1.46275], [-3.06850, -2.54306, -3.12386], [-4.68190, -0.41238, -1.83610], [4.38688, 0.16720, -0.11493], [-2.48671, 1.49332, -1.36729], [3.15688, 1.10989, 3.36733], [-1.66327, 2.45464, -0.59822], [-2.64365, -1.03524, -1.40072], [2.23805, 0.33636, 2.56129], [-4.18486, -1.14050, -1.19672], [-2.69361, -0.91770, -3.59721], [3.98754, 0.31166, 0.86321], [-4.69062, -2.05654, -1.53740], [2.66068, -0.01194, 1.26446], [0.57659, -0.89814, -0.07674]],
  "e_lumo_ev": -1.1,
  "fmax_ev_per_a": 6.07,
  "e_homo_ha": -0.3224,
  "gap_ha": 0.28240
}



Entry 3:
{
  "formula": "C13H13ClN2O2S",
  "method": "wB97M-V/def2-TZVPD",
  "elements": ["H", "C", "H", "Cl", "N", "O", "C", "H", "C", "O", "S", "C", "C", "H", "C", "C", "C", "C", "N", "H", "C", "C", "H", "H", "H", "H", "C", "H", "H", "C", "H", "H"],
  "positions_angstrom": [[-2.67232, 2.53943, -0.89563], [-4.36486, -2.41600, -1.60246], [0.56460, -0.87378, 1.75152], [6.45108, -0.40284, -0.57769], [-1.46185, 0.24712, 1.18602], [-5.12382, 0.62964, -0.81996], [3.92267, 0.51936, -0.80243], [4.98025, -1.80738, 1.41045], [2.09298, -0.22535, 0.57703], [-4.70517, -1.16662, 0.45978], [-0.39155, 1.66712, -0.67183], [-5.33203, -2.02810, -0.49357], [-4.64243, 0.12920, 0.16152], [-6.20536, -1.51725, -0.91215], [-2.45231, 1.02663, 0.67600], [4.78174, -0.33636, -0.13399], [-2.07576, 1.85241, -0.33330], [2.58688, 0.57595, -0.45110], [0.77410, -0.23502, 0.99410], [-4.29659, 1.86832, 1.35441], [-3.84575, 0.88706, 1.20869], [4.30893, -1.14190, 0.89146], [1.93956, 1.24861, -0.98632], [4.29492, 1.14344, -1.59910], [-3.47328, -2.87274, -1.17945], [-4.07521, -1.53296, -2.16700], [-0.32602, 0.45471, 0.60206], [-5.64871, -2.90194, 0.07910], [-4.84329, -3.12232, -2.27475], [2.97671, -1.08378, 1.24023], [-3.81819, 0.32139, 2.13728], [2.60786, -1.71082, 2.03905]],
  "e_lumo_ev": 0.6,
  "fmax_ev_per_a": 1.03,
  "e_homo_ha": -0.2893,
  "gap_ha": 0.31162,
  "de_lowest_kcal_mol": 0.8
}



Entry 4:
{
  "formula": "C13H13ClN2OS",
  "method": "wB97M-V/def2-TZVPD",
  "elements": ["C", "N", "H", "H", "H", "C", "C", "H", "H", "C", "N", "H", "H", "C", "H", "C", "Cl", "C", "C", "H", "C", "C", "O", "H", "H", "S", "H", "C", "C", "H", "C"],
  "positions_angstrom": [[-0.46096, -1.61913, -1.06307], [-0.86487, -0.48997, -0.33191], [-1.16767, 5.73175, 3.45510], [0.41956, 5.90537, 4.27858], [2.20152, -3.51478, -1.89004], [0.30711, 4.34556, 2.81150], [0.85788, -2.05694, -1.11829], [1.62449, -1.51869, -0.58747], [-2.46893, -1.98790, -1.72171], [1.55589, 3.79952, 2.83394], [-0.63175, 3.56402, 2.21500], [1.39816, -4.90785, -4.00473], [-0.27158, -5.48384, -3.90719], [-1.44094, -2.32272, -1.75671], [-1.60069, 0.92905, 1.86484], [-0.12063, 0.33332, 0.44598], [0.38061, 6.96929, 2.18638], [-1.10892, -3.44635, -2.48868], [1.17438, -3.18236, -1.85429], [-1.88365, -3.98017, -3.01983], [0.57288, -5.12045, -3.32730], [-0.08682, 5.67479, 3.34255], [1.07404, 0.23302, 0.62353], [2.45216, 4.22582, 3.23584], [0.89421, -5.91291, -2.65166], [1.56751, 2.25645, 2.07773], [-1.85534, -0.29427, -0.39171], [-0.13855, 2.45446, 1.78619], [-0.96298, 1.41315, 1.11621], [-1.61963, 1.89831, 0.38944], [0.20350, -3.89555, -2.54822]],
  "e_lumo_ev": 0.5,
  "fmax_ev_per_a": 0.90,
  "e_homo_ha": -0.3140,
  "gap_ha": 0.33387,
  "de_lowest_kcal_mol": 0.0
}



Entry 5:
{
  "formula": "C13H13IrN4O8",
  "method": "wB97M-V/def2-TZVPD",
  "elements": ["O", "O", "H", "N", "C", "C", "C", "C", "H", "C", "H", "C", "O", "H", "C", "Ir", "H", "C", "C", "O", "C", "H", "N", "O", "H", "N", "H", "C", "O", "N", "O", "O", "H", "H", "C", "H", "C", "H", "H"],
  "positions_angstrom": [[0.51348, -2.77394, -0.93090], [3.65384, 1.46288, -0.93435], [2.19260, 3.80552, -1.73409], [0.19493, 1.21789, -1.19760], [-1.14443, 3.02268, -1.80030], [1.33371, 1.89457, -1.29665], [0.92722, -3.82795, -3.07335], [0.12103, 0.51207, 3.35385], [-0.68442, -1.07903, 5.31336], [-2.09217, 0.62778, -1.37202], [-0.87742, 5.40615, -2.37567], [0.66368, -2.66575, -2.19728], [1.06555, 1.73996, 1.47454], [-1.06119, -2.60092, 0.63495], [2.54986, 1.02718, -1.00959], [0.32362, -0.67408, -0.80250], [0.04969, -4.47560, -3.07425], [0.48130, 0.78825, 1.90460], [0.02838, 3.79103, -1.88476], [-3.25462, 0.88391, -1.44636], [-1.01157, 1.69869, -1.45494], [1.02295, 0.49544, 3.96703], [0.01938, -0.29925, 1.15077], [-1.60350, -0.61859, -1.19533], [-1.52231, -2.95756, 2.26367], [-1.08093, -2.33576, 1.60874], [1.76356, -4.39699, -2.67028], [-1.09571, -1.49682, 4.39874], [0.01763, 5.08357, -2.21191], [-0.50944, -0.79356, 3.27007], [0.58162, -1.47275, -2.64975], [2.24250, -0.28281, -0.81284], [-2.18088, -1.38701, 4.41652], [-2.12289, 3.43141, -2.01665], [-0.54772, -1.19517, 2.00639], [-0.82741, -2.55302, 4.37140], [1.28935, 3.21889, -1.64436], [1.14162, -3.49504, -4.08410], [-0.56089, 1.27371, 3.73520]],
  "spin_multiplicity": 2,
  "e_lumo_ev": [-3.3, -5.9],
  "fmax_ev_per_a": 0.70,
  "charge": 1,
  "e_homo_ha": [-0.4787, -0.4755],
  "gap_ha": [0.35675, 0.25957],
  "de_lowest_kcal_mol": 0.0
}



Entry 6:
{
  "formula": "C13H13N",
  "method": "wB97M-V/def2-TZVPD",
  "elements": ["H", "H", "C", "C", "H", "C", "C", "C", "C", "H", "H", "C", "N", "H", "H", "C", "C", "C", "C", "H", "H", "H", "H", "C", "H", "H", "C"],
  "positions_angstrom": [[4.03056, -1.28213, -1.05555], [-2.90614, -1.11304, 0.95730], [0.18261, -1.81823, -0.17610], [1.06948, -2.98418, -0.41428], [-1.31545, 2.85111, -1.13659], [0.42362, 2.28558, 0.09437], [0.80948, -0.49241, -0.21655], [-1.90840, -0.87475, 0.54598], [-1.17504, -1.95022, 0.15338], [2.73645, 0.53380, -0.77190], [-2.63287, 3.69886, 0.87327], [3.02249, -1.38572, -0.92257], [-0.83989, 3.14228, -0.17958], [-1.49111, -2.88937, 0.59685], [-3.00468, 1.82276, -0.16830], [2.19725, -0.41187, -0.51688], [-1.42695, 0.49792, 0.26912], [-2.38635, 1.61971, 0.69439], [-1.70922, 2.95326, 0.89846], [0.92107, 2.49717, 1.11422], [3.06396, -3.67485, -0.56005], [-3.14207, 1.41681, 1.50704], [0.69228, -3.93099, -0.21720], [2.41284, -2.77924, -0.57994], [1.39429, 2.68423, -0.61799], [-1.24965, 3.06454, 1.90905], [-0.04807, 0.72767, -0.02490]],
  "e_lumo_ev": 0.6,
  "fmax_ev_per_a": 7.75,
  "e_homo_ha": -0.3013,
  "gap_ha": 0.32195,
  "de_lowest_kcal_mol": 49.4
}